w:
Computed, not measured: 3 unconnected molecules or ions with the total composition C3H9NO3, with ωB97M-V/def2-TZVPD.

Geometry as XYZ:
```
16
Properties=species:S:1:pos:R:3:nbo_charge:R:1
O -1.389 0.913 0.979 -0.355
C -1.869 0.138 0.139 0.561
N -3.062 -0.452 0.200 -0.477
C 1.411 0.133 1.365 -0.271
O 2.041 -0.947 0.683 -0.629
C -1.050 -0.100 -1.111 -0.691
H -3.405 -0.441 1.172 0.346
H 2.104 0.609 2.062 0.216
H 1.054 0.874 0.643 0.218
H 0.543 -0.264 1.901 0.189
H -0.633 0.790 -1.567 0.269
H -1.724 -0.667 -1.751 0.244
H -0.191 -0.675 -0.749 0.268
H 2.414 0.328 -2.211 0.446
H 2.028 -0.583 -0.236 0.504
O 1.728 0.345 -1.517 -0.837
```

Values from the calculation:
Orbital gap: 3.62 eV
HOMO: -9.39 eV


x:
Computed, not measured: 2 unconnected molecules or ions with the total composition C3H9NO3, with ωB97M-V/def2-TZVPD.

Geometry as XYZ:
```
16
Properties=species:S:1:pos:R:3:nbo_charge:R:1
C -0.965 1.639 -0.381 -0.624
C -0.985 0.391 0.510 -0.151
N -0.780 -0.876 -0.198 -0.824
C 0.119 0.520 1.547 0.796
O -0.027 0.499 2.737 -0.584
O 1.330 0.621 0.965 -0.699
H -1.007 2.550 0.227 0.214
H -0.087 1.602 -1.010 0.216
H -1.832 1.705 -1.053 0.210
H -1.907 0.321 1.062 0.210
H -1.458 -0.958 -0.948 0.353
H 0.120 -0.868 -0.660 0.381
H 2.012 0.660 1.663 0.498
O 1.608 -2.351 -1.402 -0.966
H 1.357 -3.275 -1.357 0.487
H 2.502 -2.179 -1.703 0.483
```

Values from the calculation:
Orbital gap: 9.98 eV
HOMO: -9.36 eV
SMILES: C[C@@H](N)C(=O)O.O


Most stable structure, least stable structure: x, w.


w:
Computed, not measured: a molecular structure, C40H54BN10, with ωB97M-V/def2-TZVPD.

Geometry as XYZ:
```
105
Properties=species:S:1:pos:R:3:mulliken_charge:R:1
B -0.449 0.630 0.083 3.019
H -1.046 1.217 -0.856 -0.663
H -0.062 -0.514 -0.430 -0.516
H 0.487 1.081 0.527 -0.712
H -1.247 0.311 0.840 -1.090
N -0.481 0.283 3.769 0.074
C 0.844 -0.005 4.118 -0.422
C 0.852 -0.311 5.695 -0.559
C -0.568 -0.011 6.196 -0.604
C -1.388 0.418 4.864 -0.482
H -0.949 0.341 2.739 -0.017
H 1.700 0.118 3.524 0.613
H 1.797 -0.653 6.392 0.223
H -1.003 -0.051 7.145 0.425
H -2.408 0.685 4.823 0.455
N -2.692 -1.159 -0.458 1.189
C -3.471 -1.908 0.410 -0.644
C -4.220 -2.983 -0.433 -0.869
C -3.750 -2.723 -1.786 -0.602
C -2.759 -1.593 -1.828 -0.234
H -2.113 -0.242 -0.175 -0.438
H -3.587 -1.480 1.428 0.474
H -4.976 -3.710 -0.241 0.462
H -3.998 -3.319 -2.694 0.317
H -2.333 -1.138 -2.687 0.251
N -2.201 2.644 -3.499 0.071
C -2.406 1.442 -4.147 0.333
C -3.133 1.676 -5.450 -0.874
C -3.122 3.182 -5.564 -0.316
C -2.352 3.767 -4.363 -0.625
H -1.547 2.759 -2.795 0.225
H -2.040 0.570 -3.513 -0.044
H -3.488 0.956 -6.074 0.517
H -3.705 3.775 -6.440 0.223
H -2.194 4.769 -4.036 0.434
N 2.988 -1.519 -2.504 0.321
C 1.965 -2.539 -2.670 -1.077
C 2.737 -3.872 -2.854 -0.390
C 4.246 -3.540 -2.722 -1.188
C 4.206 -2.049 -2.470 -0.119
H 2.631 -0.658 -2.350 0.316
H 1.044 -2.243 -2.384 0.661
H 2.403 -4.852 -2.765 0.459
H 4.914 -4.183 -2.551 0.832
H 5.278 -1.463 -2.371 0.192
N 4.742 1.804 1.891 0.054
C 4.069 0.649 1.587 -0.382
C 5.142 -0.472 1.793 0.074
C 6.341 0.175 2.205 -0.630
C 6.001 1.625 2.336 -0.512
H 4.256 2.676 1.783 0.239
H 2.883 0.560 1.416 0.326
H 5.092 -1.639 1.592 0.117
H 7.485 -0.282 2.476 0.192
H 6.580 2.432 2.642 0.524
N -5.181 2.599 2.285 -0.069
C -6.478 2.335 2.241 -0.241
C -6.811 1.335 1.151 -1.084
C -5.479 0.928 0.674 -0.007
C -4.420 1.686 1.347 -0.223
H -4.869 3.308 3.134 0.337
H -7.164 2.923 3.053 0.242
H -7.589 0.959 0.665 0.520
H -5.085 0.283 -0.146 0.379
H -3.283 1.751 1.472 0.121
N -1.396 -4.158 -0.326 -0.277
C -1.639 -5.470 -0.549 -0.155
C -0.392 -6.209 -0.101 -0.960
C 0.672 -5.144 0.259 -0.391
C -0.173 -3.863 0.257 0.759
H -2.179 -3.434 -0.357 0.658
H -2.827 -5.602 -1.156 0.129
H -0.180 -7.279 -0.220 0.314
H 1.641 -5.287 0.765 0.323
H 0.243 -2.750 0.242 -0.747
N 1.894 1.404 -2.184 0.107
C 3.212 1.718 -1.998 -0.235
C 3.898 2.178 -3.209 -0.690
C 2.791 2.073 -4.236 -0.605
C 1.572 1.624 -3.486 -0.731
H 1.265 1.117 -1.616 0.227
H 3.556 1.522 -0.933 0.172
H 4.965 2.313 -3.274 0.423
H 2.657 2.475 -5.337 0.267
H 0.724 1.439 -3.906 0.797
N 3.017 -3.280 0.460 0.852
C 2.423 -2.668 1.416 -1.077
C 3.018 -3.027 2.764 -0.662
C 4.133 -4.074 2.419 -0.565
C 4.193 -4.067 0.888 -0.523
H 2.743 -3.088 -0.365 0.194
H 1.604 -2.101 1.316 1.308
H 2.883 -2.783 3.915 0.163
H 4.946 -4.507 3.120 0.262
H 4.793 -4.685 0.105 0.159
N -2.762 5.150 0.529 0.100
C -1.632 4.530 1.040 -0.231
C -0.672 5.705 1.619 -0.567
C -1.386 7.015 1.281 -0.448
C -2.729 6.611 0.715 -0.424
H -3.620 4.837 0.260 0.230
H -1.745 3.462 0.955 0.329
H 0.393 5.546 2.014 0.300
H -0.887 7.924 1.560 0.395
H -3.650 7.296 0.312 0.237
```

Values from the calculation:
Orbital gap: 7.32 eV
HOMO: -5.17 eV
Total charge: -1


x:
Computed, not measured: 11 unconnected molecules or ions with the total composition C40H54BN10, with ωB97M-V/def2-TZVPD.

Geometry as XYZ:
```
105
Properties=species:S:1:pos:R:3:mulliken_charge:R:1
B 21.428 21.001 5.508 0.847
H 20.553 20.347 4.684 -0.185
H 21.843 20.200 6.346 -0.394
H 22.294 21.399 4.879 -0.388
H 20.993 21.834 6.226 -0.733
N 18.817 18.175 0.922 -0.064
C 18.224 16.916 1.129 -0.416
C 18.945 16.368 2.313 -0.790
C 19.829 17.424 2.894 0.106
C 19.751 18.632 1.887 -0.590
H 18.556 18.909 0.209 0.274
H 17.369 16.585 0.474 0.338
H 18.652 15.372 2.772 0.365
H 20.518 17.417 3.769 0.509
H 20.260 19.585 2.150 0.284
N 18.578 17.786 8.104 -0.154
C 18.706 17.862 6.667 -0.917
C 18.392 16.471 6.162 -0.519
C 18.059 15.820 7.473 -0.953
C 18.037 16.637 8.626 -0.330
H 18.723 18.483 8.711 0.885
H 18.948 18.717 6.190 1.036
H 18.089 16.146 5.057 0.095
H 17.767 14.861 7.414 0.495
H 17.701 16.605 9.681 0.345
N 20.537 24.875 5.751 0.068
C 20.389 25.411 4.505 -0.229
C 19.871 26.834 4.686 -0.958
C 19.856 27.074 6.190 -0.632
C 20.257 25.800 6.807 -0.247
H 20.706 23.840 5.855 0.198
H 20.521 24.747 3.728 0.459
H 19.532 27.294 3.896 0.533
H 19.608 27.930 6.804 0.404
H 20.354 25.333 7.837 0.383
N 15.948 21.314 3.714 0.269
C 14.753 21.172 3.166 -0.493
C 14.478 19.639 2.952 -0.765
C 15.843 18.980 3.351 -0.647
C 16.739 20.126 3.713 -0.476
H 16.206 22.196 4.206 0.288
H 14.027 22.010 2.936 0.351
H 13.609 19.177 2.641 0.482
H 16.064 17.910 3.234 0.400
H 17.788 20.158 3.904 0.632
N 23.679 19.560 3.295 0.141
C 23.441 18.937 2.093 -0.338
C 24.692 18.123 1.629 -0.480
C 25.729 18.564 2.693 -0.665
C 24.975 19.300 3.711 -0.571
H 22.923 20.226 3.754 0.367
H 22.630 18.564 1.510 0.365
H 24.577 17.533 0.663 0.345
H 26.760 18.091 2.896 0.262
H 25.409 19.663 4.486 0.698
N 18.319 20.471 9.727 0.186
C 17.836 19.555 10.643 -0.486
C 18.954 18.880 11.209 -0.745
C 20.234 19.412 10.554 -0.752
C 19.706 20.408 9.615 -0.935
H 17.771 21.108 9.224 0.327
H 16.697 19.442 10.785 0.265
H 18.968 17.969 12.043 0.205
H 21.159 19.309 10.780 1.105
H 20.312 20.890 8.926 0.755
N 25.052 21.825 9.741 0.029
C 23.623 21.651 9.631 -0.696
C 23.039 21.392 11.098 -0.650
C 24.258 21.551 11.993 -0.701
C 25.470 21.790 11.072 -0.194
H 25.664 21.965 9.125 -0.004
H 23.320 21.389 8.646 0.666
H 22.028 21.394 11.226 0.813
H 24.401 21.604 13.093 0.333
H 26.498 22.118 11.360 0.359
N 16.182 21.647 7.571 0.080
C 17.471 21.760 7.149 -1.126
C 18.079 22.937 7.685 0.603
C 17.100 23.519 8.523 -0.485
C 15.819 22.733 8.405 -0.655
H 15.458 20.878 7.444 0.299
H 17.832 20.888 6.450 0.142
H 18.957 23.386 7.477 0.210
H 17.305 24.431 9.131 0.313
H 14.808 22.825 8.756 0.453
N 20.370 22.451 2.525 0.437
C 19.009 22.763 2.390 0.043
C 18.641 23.381 1.080 -0.575
C 19.958 23.457 0.388 -0.933
C 21.024 22.838 1.355 -0.299
H 20.887 22.081 3.311 0.106
H 18.179 22.532 3.279 -0.040
H 17.659 23.828 0.819 0.371
H 20.213 23.593 -0.558 0.552
H 22.161 22.750 1.278 0.334
N 24.618 16.469 8.318 -0.052
C 24.114 17.672 8.723 -0.270
C 24.293 17.887 10.206 0.122
C 24.875 16.550 10.733 -0.929
C 25.189 15.726 9.469 -0.551
H 24.577 16.022 7.467 0.181
H 23.622 18.466 8.025 0.287
H 24.192 18.877 10.513 0.212
H 24.927 16.488 11.647 0.656
H 25.636 14.739 9.254 0.338
```

Values from the calculation:
Orbital gap: 7.86 eV
HOMO: -5.50 eV
Total charge: -1


Most stable structure, least stable structure: x, w.


w:
Computed, not measured: C2H6N4 in the gas phase, with ωB97M-V/def2-TZVPD.

Geometry as XYZ:
```
12
Properties=species:S:1:pos:R:3:nbo_charge:R:1
H 3.130 -0.179 0.956 0.345
N 2.940 -0.095 -0.041 -0.672
C 1.758 -0.099 -0.454 0.285
N 0.576 -0.258 0.268 -0.460
N -0.578 0.392 -0.176 -0.483
C -1.684 -0.413 -0.211 0.273
N -2.974 -0.179 -0.007 -0.700
H -3.243 0.866 0.216 0.330
H 1.427 0.070 -1.438 0.162
H 0.627 -0.071 1.270 0.361
H -0.648 1.435 -0.008 0.380
H -1.330 -1.468 -0.375 0.179
```

Values from the calculation:
Orbital gap: 10.48 eV
HOMO: -9.62 eV
SMILES: [H]/N=C\NN/C=N\[H]


x:
Computed, not measured: C2H6N4 in the gas phase, with ωB97M-V/def2-TZVPD.

Geometry as XYZ:
```
12
Properties=species:S:1:pos:R:3:nbo_charge:R:1
H 0.059 -1.402 -0.606 0.341
N -0.954 -1.043 -0.571 -0.723
C -0.890 0.138 -0.124 0.545
N -2.016 0.917 0.152 -0.834
N 0.326 0.865 0.181 -0.519
N 1.567 0.292 -0.361 -0.250
C 1.985 -0.801 0.110 -0.136
H -2.872 0.353 0.073 0.401
H -1.936 1.455 0.982 0.387
H 0.271 1.766 -0.333 0.384
H 1.492 -1.402 0.968 0.192
H 2.969 -1.139 -0.470 0.213
```

Values from the calculation:
Orbital gap: 10.40 eV
HOMO: -9.35 eV
SMILES: [H]/N=C(/N)NN=C


Most stable structure, least stable structure: x, w.


w:
Computed, not measured: a molecular structure, C3HF2NO, with ωB97M-V/def2-TZVPD.

Geometry as XYZ:
```
8
Properties=species:S:1:pos:R:3:nbo_charge:R:1
C 1.003 0.315 -0.071 0.359
C -0.693 -1.027 0.012 0.304
C -0.148 0.894 -0.139 0.517
H -1.374 -1.964 0.342 0.221
N 0.622 -1.087 0.056 -0.449
O -1.171 0.154 -0.236 -0.388
F 2.323 0.589 -0.071 -0.274
F -0.561 2.127 0.107 -0.289
```

Values from the calculation:
Orbital gap: 10.71 eV
HOMO: -9.90 eV


x:
Computed, not measured: 2 unconnected molecules or ions with the total composition C3HF2NO, with ωB97M-V/def2-TZVPD.

Geometry as XYZ:
```
8
Properties=species:S:1:pos:R:3:nbo_charge:R:1
C 0.019 0.014 1.193 0.203
C 0.019 1.527 -2.799 0.492
C 0.249 -1.120 0.592 0.571
N 0.084 1.101 1.692 -0.534
O -0.262 0.450 -2.964 -0.491
F 0.509 -2.322 1.024 -0.278
F 0.126 -1.103 -0.778 -0.323
H -0.745 1.453 2.040 0.361
```

Values from the calculation:
Orbital gap: 9.75 eV
HOMO: -9.17 eV


Most stable structure, least stable structure: w, x.


w:
Computed, not measured: 2 unconnected molecules or ions with the total composition C2HNOS, with ωB97M-V/def2-TZVPD.

Geometry as XYZ:
```
6
Properties=species:S:1:pos:R:3:nbo_charge:R:1
C 1.914 0.911 1.034 0.477
C -0.386 -1.529 2.527 0.265
N 0.564 -1.850 1.980 -0.661
O 0.831 0.996 1.102 -0.476
S -1.478 -0.600 3.231 -0.079
H 1.186 -2.625 1.452 0.474
```

Values from the calculation:
Orbital gap: 10.03 eV
HOMO: -9.39 eV


x:
Computed, not measured: C2HNOS in the gas phase, with ωB97M-V/def2-TZVPD.

Geometry as XYZ:
```
6
Properties=species:S:1:pos:R:3:nbo_charge:R:1
N 1.009 -2.243 1.073 -0.214
C 0.660 -1.137 0.596 0.169
C -0.080 0.095 0.149 0.278
O -1.294 -0.005 0.133 -0.478
S 0.495 1.328 -0.953 0.056
H -0.789 1.963 -0.997 0.190
```

Values from the calculation:
Orbital gap: 9.62 eV
HOMO: -10.75 eV
SMILES: N#CC(=O)S


Most stable structure, least stable structure: w, x.


w:
Computed, not measured: a gas-phase ion, C4H10N2O (charge +1), with ωB97M-V/def2-TZVPD.

Geometry as XYZ:
```
17
Properties=species:S:1:pos:R:3:nbo_charge:R:1
N -0.307 0.241 1.655 -0.853
C -0.376 -0.306 0.326 0.003
C 0.685 0.234 -0.680 -0.532
C 2.163 0.022 -0.439 0.440
O 2.966 -0.179 -1.281 -0.431
C -1.762 0.016 -0.365 -0.274
N -2.829 -0.181 0.553 -0.318
H -0.505 1.238 1.742 0.373
H 0.640 0.180 1.987 0.396
H -0.205 -1.382 0.417 0.225
H 0.439 -0.213 -1.645 0.240
H 0.554 1.318 -0.768 0.239
H 2.490 0.196 0.615 0.103
H -1.864 -0.522 -1.295 0.266
H -1.674 1.119 -0.381 0.276
H -2.653 -0.194 1.566 0.436
H -3.383 -1.021 0.350 0.410
```

Values from the calculation:
Orbital gap (spin up / spin down): 10.26 / 4.70 eV
HOMO (spin up / spin down): -13.69 / -13.54 eV
Expectation value of S²: 0.76
Total charge: +1
2S+1: 2


x:
Computed, not measured: a gas-phase ion, C4H10N2O (charge +1), with ωB97M-V/def2-TZVPD.

Geometry as XYZ:
```
17
Properties=species:S:1:pos:R:3:nbo_charge:R:1
O -2.266 -0.857 0.588 -0.392
C -1.246 -0.283 0.263 0.613
N -0.549 0.491 1.212 -0.338
C 0.938 0.676 0.926 -0.113
N 1.656 0.097 2.008 -0.621
C -0.995 0.071 -1.218 -0.537
C -0.001 -0.731 -2.124 -0.595
H -0.866 0.559 2.171 0.433
H 1.174 0.129 0.003 0.263
H 1.002 1.805 0.792 0.273
H 1.052 -0.629 2.403 0.388
H 1.956 0.684 2.785 0.412
H -0.857 1.156 -1.224 0.244
H -1.975 -0.443 -1.693 0.298
H 0.877 -0.746 -1.523 0.175
H -0.280 -1.757 -2.327 0.241
H 0.381 -0.224 -3.042 0.256
```

Values from the calculation:
Orbital gap (spin up / spin down): 11.75 / 6.11 eV
HOMO (spin up / spin down): -15.46 / -15.07 eV
Expectation value of S²: 0.77
Total charge: +1
2S+1: 2


Most stable structure, least stable structure: w, x.